{"formula": "C6H10O", "method": "wB97M-V/def2-TZVPD", "e_lumo_ev": -0.070, "gap_ha": 0.3143, "de_lowest_kcal_mol": 124.5, "molar_mass_g_mol": 98.14, "energy_ha": -309.6440, "symbols": ["C", "C", "C", "C", "C", "C", "O", "H", "H", "H", "H", "H", "H", "H", "H", "H", "H"], "positions_angstrom": [[1.006, 0.000, 1.705], [0.781, 1.410, 1.304], [-0.335, 0.374, 1.142], [-0.748, -0.168, -0.218], [-0.157, 0.813, -1.132], [-0.273, -1.489, -1.942], [-0.184, -1.435, -0.547], [1.629, -0.607, 1.063], [1.043, -0.241, 2.762], [0.625, 2.158, 2.074], [1.289, 1.762, 0.416], [-1.149, 0.466, 1.850], [-1.839, -0.284, -0.226], [-0.906, 1.587, -1.297], [0.113, -0.465, -2.318], [-1.302, -1.636, -2.302], [0.408, -2.244, -2.333]]}


{"formula": "C6H10O", "method": "wB97M-V/def2-TZVPD", "e_lumo_ev": [0.325, 0.175], "gap_ha": [0.2833, 0.3010], "de_lowest_kcal_mol": 114.9, "molar_mass_g_mol": 98.14, "energy_ha": -309.6592, "symbols": ["O", "C", "C", "C", "C", "C", "C", "H", "H", "H", "H", "H", "H", "H", "H", "H", "H"], "positions_angstrom": [[0.729, -1.651, 0.782], [-0.182, -1.213, 1.442], [-1.364, -0.482, 0.863], [-1.237, -0.210, -0.630], [-0.188, 0.791, -1.033], [0.734, 1.425, -0.228], [2.374, 0.264, -0.547], [-0.195, -1.378, 2.538], [-2.239, -1.116, 1.071], [-1.532, 0.436, 1.441], [-2.216, 0.130, -1.001], [-1.038, -1.152, -1.154], [-0.257, 1.107, -2.075], [1.149, 2.360, -0.590], [0.609, 1.385, 0.853], [2.352, 0.058, -1.629], [2.500, -0.755, -0.103]]}


{"formula": "C6H10O", "method": "wB97M-V/def2-TZVPD", "e_lumo_ev": 1.063, "gap_ha": 0.3984, "de_lowest_kcal_mol": 15.9, "smiles": "O=CCCC1CC1", "molar_mass_g_mol": 98.14, "energy_ha": -309.8171, "symbols": ["O", "C", "C", "C", "C", "C", "C", "H", "H", "H", "H", "H", "H", "H", "H", "H", "H"], "positions_angstrom": [[2.268, -0.759, 2.166], [2.479, -0.768, 0.976], [1.536, -0.216, -0.062], [0.300, 0.460, 0.522], [-0.774, 0.681, -0.520], [-1.608, -0.491, -0.952], [-2.223, 0.613, -0.134], [3.411, -1.222, 0.574], [2.107, 0.461, -0.714], [1.243, -1.059, -0.708], [0.584, 1.411, 0.990], [-0.095, -0.167, 1.331], [-0.523, 1.399, -1.300], [-1.894, -0.579, -1.996], [-1.428, -1.444, -0.457], [-2.927, 1.281, -0.622], [-2.458, 0.401, 0.906]]}